57
Properties=species:S:1:pos:R:3:lowdin_charge:R:1 method="wB97M-V/def2-TZVPD" charge=+2 orbital_gap_ev=6.26 max_force_ev_per_a=2.75 energy_ev=-66204.6730 e_lumo_ev=-8.247
C 0.29875 1.68796 -2.47497 -0.0445
C 0.01208 2.86835 -3.14730 -0.0369
C -1.25930 1.68546 3.47895 0.0966
H 0.83077 -3.07753 1.06274 0.1185
H 0.29048 -4.29159 3.19912 0.1379
N -1.02787 -1.09388 -0.74614 -0.1158
H -1.27946 -2.91035 -2.66813 0.1199
C 3.49709 -0.79975 -0.97474 -0.6616
C -2.72103 6.20736 4.68793 -0.0950
H -3.05332 7.19896 4.40654 0.1236
C -0.81067 -1.33734 3.95751 -0.0087
C 3.68441 0.10322 0.02589 -0.6798
C -3.33142 -1.51721 -0.33054 -0.0210
C 0.35794 -2.57695 1.89534 -0.0420
H -1.47839 1.34373 4.47833 0.1191
S 2.38752 0.73854 0.96312 0.7298
H -1.29238 -0.85328 4.79779 0.1363
N 0.06954 -1.27864 1.76041 -0.0672
C -4.48766 -2.21323 -0.60925 -0.0498
C -2.16460 -1.77894 -1.07298 -0.3405
C -0.79646 0.78285 2.55105 -0.1720
C -0.47071 2.64623 -0.52268 -0.1560
C -2.32732 4.72145 6.37086 -0.0949
H -1.18994 4.66666 -0.73890 0.1365
H -5.38596 -2.01366 -0.04122 0.1202
C 4.58026 -1.32973 -1.73946 -0.2479
N -2.72876 5.92531 5.98421 0.1026
H -5.41076 -3.70494 -1.84240 0.1238
N -0.53968 1.15061 1.27879 -0.0554
H 0.20776 2.96380 -4.20755 0.1383
C -1.89106 4.03087 4.11582 -0.1622
N 0.05674 1.57770 -1.16246 -0.0613
C -1.44263 3.03243 3.12942 -0.0666
H -3.37069 -4.15099 -3.16253 0.1235
C 4.98787 0.57933 0.37194 -0.2381
H -1.56154 2.80093 5.88046 0.1092
C -3.35172 -3.41666 -2.36917 -0.0422
H -1.27772 4.40229 1.46601 0.1201
C -0.75182 3.80638 -1.22894 -0.0084
H -2.34383 4.52431 7.43563 0.1236
H -2.36531 5.59761 2.68325 0.1087
C -1.90018 3.74639 5.48121 0.0067
N 5.42908 -1.76212 -2.38114 0.2303
C -4.49955 -3.16423 -1.62626 -0.0282
C -2.18427 -2.73113 -2.10137 -0.0049
H 0.72433 0.83582 -2.98336 0.1105
N -0.51085 3.91536 -2.52633 0.1491
C 0.05633 -3.24191 3.07717 -0.0365
N -0.52640 -2.62374 4.09341 0.1480
C -0.51655 -0.63946 2.79548 -0.1601
N 6.01202 0.99374 0.68515 0.2391
W 0.36030 -0.21525 -0.05970 1.2359
S 1.91816 -1.38568 -1.37949 0.7490
H -3.29641 -0.75714 0.44132 0.1081
C -0.74455 2.42844 0.90320 -0.1711
C -2.31558 5.29936 3.72075 0.0065
C -1.17500 3.38105 1.79758 0.0974